DFT (wB97M-V/def2-TZVPD) results for an isolated molecule of C16H19N3O3 in a non-equilibrium geometry.

Values from the calculation:
- ΔE to the lowest compared entry with this formula, charge and spin (kcal per mole) = 62.9
- orbital gap (eV) = 8.864
- DFT total energy (a.u.) = -1011.07507
- SMILES string = COC(=O)C1CCN(Cc2nnc(-c3ccccc3)o2)CC1
- HOMO (eV) = -8.5
- maximum force (eV/A) = 1.6

ORCA input file:
```
! wB97M-V def2-TZVPD RIJCOSX def2/J DEFGRID3
* xyz 0 1
C 4.61378 3.21406 0.80082
O 4.22709 1.84830 0.87607
C 3.88400 1.23260 -0.26497
O 3.90973 1.76040 -1.34432
C 3.50460 -0.21314 -0.01067
C 2.85004 -0.82872 -1.24585
C 2.53094 -2.29851 -0.96509
N 1.70960 -2.51705 0.20847
C 0.28698 -2.55988 0.04321
C -0.49473 -1.28982 -0.12274
N -0.11823 -0.09911 -0.45376
N -1.21241 0.68375 -0.46981
C -2.22378 -0.06408 -0.14921
C -3.60599 0.34104 -0.03917
C -3.94989 1.66825 -0.29494
C -5.26860 2.06463 -0.19324
C -6.24743 1.14817 0.16135
C -5.90666 -0.17074 0.41534
C -4.59013 -0.57902 0.31677
O -1.83165 -1.34215 0.08859
C 2.23004 -1.84713 1.38218
C 2.55556 -0.36156 1.18046
H 5.64718 3.30094 1.13824
H 4.52396 3.56771 -0.22793
H 3.95992 3.78976 1.45582
H 4.43934 -0.74474 0.21465
H 1.93244 -0.28248 -1.46339
H 3.51552 -0.74906 -2.10540
H 3.47085 -2.83920 -0.79382
H 2.03590 -2.74942 -1.82683
H -0.14228 -3.06909 0.91685
H 0.06947 -3.18811 -0.83015
H -3.17074 2.36111 -0.56959
H -5.53779 3.09132 -0.39092
H -7.27766 1.46227 0.23957
H -6.67004 -0.88311 0.69098
H -4.31666 -1.60516 0.51270
H 3.15285 -2.37149 1.66211
H 1.51451 -1.96725 2.19842
H 1.64325 0.19597 0.97013
H 3.01342 0.03610 2.08625
*
```

Mulliken atomic charge list, values in e, 2 entries: C -0.68; O -0.26

---

DFT (wB97M-V/def2-TZVPD) results for a structure of composition C16H19N4OPt.

Values from the calculation:
- ΔE to the lowest compared entry with this formula, charge and spin (kcal per mole) = 37.6
- orbital gap (spin up / spin down) (eV) = 4.018 / 2.815
- DFT total energy (a.u.) = -1034.58848
- HOMO (spin up / spin down) (eV) = -1.2 / 0.0
- maximum force (eV/A) = 1.0

ORCA input file:
```
! wB97M-V def2-TZVPD RIJCOSX def2/J DEFGRID3
* xyz -1 1
Pt 0.57800 0.52178 1.41198
O 0.04803 -1.45240 0.71951
C 0.29177 -2.57653 1.25372
C -0.11503 -3.77125 0.56267
C 0.11337 -5.02044 1.05610
C 0.76697 -5.20142 2.28982
C 1.16109 -4.07761 2.97819
C 0.94807 -2.77760 2.50861
C 1.37720 -1.64493 3.34742
N 1.27694 -0.35112 3.11705
C 1.75164 0.32378 4.22259
C 2.16574 -0.58216 5.13823
N 1.92237 -1.81694 4.57138
H -0.61662 -3.62271 -0.38543
H -0.21448 -5.88554 0.48961
H 0.95427 -6.18811 2.68986
H 1.65863 -4.23482 3.93071
H 1.72538 1.39686 4.25547
H 2.59838 -0.46860 6.11584
H 2.11647 -2.70672 4.98740
C 1.08159 2.31882 1.98637
H 0.78140 3.18124 1.39861
H 1.84174 2.51848 2.73498
N -0.21221 1.25837 -0.21462
C -0.96319 1.30181 -1.10797
N -1.36326 1.95906 -2.21144
C -0.75410 3.24101 -2.55478
C -0.32272 3.23320 -4.01625
C -1.48306 2.82430 -4.92633
C -2.05114 1.47228 -4.49239
C -2.48164 1.53657 -3.03299
H 0.08469 3.40633 -1.88227
H -1.48412 4.04565 -2.38991
H 0.49940 2.52053 -4.13225
H 0.05590 4.22171 -4.28807
H -1.16004 2.79279 -5.96888
H -2.27387 3.58157 -4.85844
H -1.27206 0.70890 -4.58328
H -2.89082 1.17014 -5.12289
H -2.84164 0.57863 -2.66442
H -3.29904 2.26509 -2.93352
*
```

Mulliken atomic charge list, values in e, 2 entries: Pt 0.07; O -0.79

---

DFT (wB97M-V/def2-TZVPD) results for an isolated molecule of C16H19N5O3S in a non-equilibrium geometry.

Values from the calculation:
- ΔE to the lowest compared entry with this formula, charge and spin (kcal per mole) = 33.6
- orbital gap (eV) = 8.766
- DFT total energy (a.u.) = -1518.74957
- SMILES string = CCCCn1c(SCC(=O)Nc2cc(C)on2)nnc1-c1ccco1
- HOMO (eV) = -8.2
- maximum force (eV/A) = 1.4

ORCA input file:
```
! wB97M-V def2-TZVPD RIJCOSX def2/J DEFGRID3
* xyz 0 1
C 1.45714 -3.34523 0.56424
C 0.07002 -2.73861 0.73690
C -0.90603 -3.14403 -0.36895
C -0.60701 -2.48434 -1.71902
N -0.79906 -1.05936 -1.66801
C 0.18478 -0.11930 -1.59420
S 1.87965 -0.47905 -1.71944
C 2.53692 1.21138 -1.89953
C 2.80464 1.85852 -0.54568
O 3.92570 1.97427 -0.10610
N 1.67159 2.26877 0.07553
C 1.62445 2.85450 1.32116
C 2.69617 3.25258 2.16568
C 2.06396 3.77082 3.25743
C 2.57647 4.36734 4.51446
O 0.73302 3.68879 3.08224
N 0.46669 3.11903 1.88108
N -0.32890 1.08059 -1.46999
N -1.65663 0.95519 -1.46021
C -1.95644 -0.31548 -1.57452
C -3.31012 -0.79849 -1.62242
C -3.87602 -2.03267 -1.84788
C -5.27224 -1.83913 -1.79346
C -5.45529 -0.51235 -1.54042
O -4.28346 0.11754 -1.43784
H 2.08737 -3.07726 1.40808
H 1.93961 -2.98212 -0.33951
H 1.39413 -4.43017 0.51399
H 0.14789 -1.64995 0.77786
H -0.34318 -3.06892 1.69201
H -0.87043 -4.22639 -0.50462
H -1.91970 -2.87324 -0.06590
H -1.25548 -2.89496 -2.49733
H 0.43185 -2.66160 -2.00688
H 1.81657 1.77829 -2.48663
H 3.48035 1.09850 -2.43260
H 0.76561 2.10095 -0.37990
H 3.74094 3.15607 1.96848
H 3.66156 4.38681 4.49518
H 2.19659 5.38114 4.62916
H 2.23988 3.78465 5.37056
H -3.38240 -2.96347 -2.03322
H -6.02842 -2.58527 -1.92458
H -6.34272 0.07567 -1.41520
*
```

Mulliken atomic charge list, values in e, 2 entries: C -1.22; C -0.37

---

DFT (wB97M-V/def2-TZVPD) results for an isolated molecule of C16H19O4P.

Values from the calculation:
- ΔE to the lowest compared entry with this formula, charge and spin (kcal per mole) = 0.0
- orbital gap (eV) = 9.159
- DFT total energy (a.u.) = -1263.47440
- SMILES string = COc1ccc([C@H](O)[P@](=O)(O)CCc2ccccc2)cc1
- HOMO (eV) = -8.5
- maximum force (eV/A) = 0.8

ORCA input file:
```
! wB97M-V def2-TZVPD RIJCOSX def2/J DEFGRID3
* xyz 0 1
C -4.29520 -0.88565 3.32851
O -3.07578 -0.18383 3.34396
C -2.46069 0.08107 2.15897
C -2.93765 -0.29772 0.90851
C -2.22000 0.02330 -0.23054
C -1.02614 0.72558 -0.15021
C -0.25111 1.04248 -1.38727
O -1.02544 1.62953 -2.41947
P 0.36927 -0.46679 -2.30682
O 1.43595 -0.13956 -3.25915
O -0.95298 -1.02015 -3.03284
C 0.69372 -1.86139 -1.15904
C 2.15633 -1.86350 -0.72740
C 2.44644 -0.70569 0.18340
C 2.95864 0.48121 -0.32451
C 3.22466 1.54745 0.51810
C 2.98438 1.43839 1.87769
C 2.46873 0.25986 2.39084
C 2.19836 -0.80241 1.54716
C -0.56022 1.11583 1.10102
C -1.26245 0.79323 2.24123
H -4.17857 -1.88668 2.90085
H -4.59727 -0.97360 4.37090
H -5.06606 -0.34068 2.77409
H -3.86161 -0.84470 0.80669
H -2.59307 -0.27700 -1.19747
H 0.61786 1.66754 -1.14889
H -1.29192 2.51765 -2.15527
H -1.17429 -0.40723 -3.73941
H 0.46064 -2.76033 -1.73411
H 0.02318 -1.80852 -0.30193
H 2.38298 -2.80361 -0.21791
H 2.77617 -1.79043 -1.62302
H 3.15632 0.56265 -1.38262
H 3.62793 2.46465 0.11318
H 3.19962 2.26799 2.53559
H 2.27856 0.16820 3.45018
H 1.79998 -1.72182 1.95282
H 0.36267 1.67008 1.17881
H -0.90567 1.08681 3.21536
*
```

Mulliken atomic charge list, values in e, 2 entries: C -0.86; O -0.46

---

DFT (wB97M-V/def2-TZVPD) results for a structure of composition C16H20AgN7.

Values from the calculation:
- orbital gap (eV) = 8.702
- DFT total energy (a.u.) = -1151.91461
- HOMO (eV) = -8.2
- maximum force (eV/A) = 0.1

ORCA input file:
```
! wB97M-V def2-TZVPD RIJCOSX def2/J DEFGRID3
* xyz 0 1
Ag -0.01834 -0.06771 0.19377
C -1.96070 -1.03129 5.10191
C -2.75322 0.26221 5.25631
C -3.71342 0.46080 4.08606
C -1.82922 1.46402 5.46327
N -0.78820 1.57734 4.44673
C -0.84848 1.87200 3.14645
N 0.36182 1.81850 2.64521
N 1.16869 1.48046 3.67442
N 0.49291 1.33042 4.75355
H -2.63766 -1.88466 5.05537
H -1.26736 -1.18627 5.93039
H -1.38396 -1.02195 4.17420
H -3.34313 0.20668 6.17688
H -3.18985 0.42312 3.12758
H -4.24513 1.41272 4.15390
H -4.46045 -0.33275 4.06627
H -1.28958 1.38151 6.40478
H -2.40200 2.39211 5.47333
H -1.75248 2.08694 2.60331
C 2.92104 1.91281 0.76055
C 3.07122 0.49820 0.33720
N 2.11057 -0.33915 -0.00017
C 2.71521 -1.53913 -0.31912
C 4.05558 -1.42661 -0.15941
N 4.26483 -0.12842 0.24966
H 1.89251 2.22805 0.61548
H 3.58878 2.55923 0.18962
H 3.14060 2.02075 1.82376
H 2.14169 -2.39221 -0.63504
H 4.85900 -2.12583 -0.30111
H 5.15213 0.29162 0.46338
N -7.49105 0.07958 0.96274
C -6.34895 0.06077 0.82795
C -4.92078 0.03438 0.66011
C -4.22299 -1.16678 0.75927
C -2.84316 -1.17401 0.62377
C -2.09470 -0.01050 0.37981
C -2.83996 1.17540 0.27925
C -4.21982 1.21338 0.41715
H -4.76647 -2.08456 0.94694
H -2.33867 -2.12990 0.70718
H -2.33176 2.11283 0.07457
H -4.76074 2.14788 0.33174
*
```

Mulliken atomic charge list, values in e, 2 entries: Ag -0.54; C -1.51

---

DFT (wB97M-V/def2-TZVPD) results for an isolated molecule of C16H20BNO in a non-equilibrium geometry.

Values from the calculation:
- orbital gap (eV) = 8.130
- DFT total energy (a.u.) = -776.57345
- HOMO (eV) = -8.0
- maximum force (eV/A) = 2.5

ORCA input file:
```
! wB97M-V def2-TZVPD RIJCOSX def2/J DEFGRID3
* xyz 0 1
O 2.01765 -0.82122 0.13623
C 0.36089 -0.49083 2.20179
C -0.75094 1.46829 1.43290
C -1.14704 0.18164 -1.85152
C 0.28188 -1.71630 -1.74095
C -0.25480 -0.36239 3.43299
C -1.26598 1.69144 2.71677
C -1.75912 -0.32636 -2.98585
C -0.34665 -2.22925 -2.87245
C 0.07967 0.42260 1.18828
C -0.08625 -0.49226 -1.26422
C -1.02328 0.75622 3.70850
C -1.35250 -1.55442 -3.53059
B 0.87042 0.16773 -0.14768
C -1.63533 0.94505 5.06250
C -2.03909 -2.06514 -4.71695
C 3.21951 -0.09252 0.04117
C 2.95821 1.39746 -0.04924
N 1.58372 1.53760 -0.58187
H 1.01398 -1.32234 1.92061
H -0.92144 2.18569 0.65638
H -1.39397 1.17241 -1.52379
H 1.12782 -2.22520 -1.29296
H -0.02706 -1.06444 4.22310
H -1.89016 2.54058 2.84773
H -2.59154 0.21733 -3.44217
H 0.04199 -3.15028 -3.26387
H -2.70958 0.67252 5.09271
H -1.11842 0.34272 5.82835
H -1.57151 1.94898 5.41134
H -2.52060 -3.02514 -4.49500
H -1.33497 -2.25154 -5.56684
H -2.80889 -1.38953 -5.04516
H 3.75789 -0.44802 -0.83615
H 3.84942 -0.34254 0.91109
H 3.66494 1.91123 -0.72851
H 3.07374 1.85851 0.93054
H 1.04060 2.33951 -0.19619
H 1.60677 1.61222 -1.61102
*
```

Mulliken atomic charge list, values in e, 2 entries: O -0.63; C -0.41

---

What is the maximum force in the second record?
1.0 eV/A